Record 1
{"formula": "C4H8N2O2", "method": "ωB97M-V with the def2-TZVPD basis set", "smiles": "[H]/N=C/[C@H](C=O)NOC", "e_above_lowest_kj_mol": 510.3, "elements": ["O", "O", "N", "N", "C", "C", "C", "C", "H", "H", "H", "H", "H", "H", "H", "H"], "coordinates": [[2.663, 1.309, -0.078], [-1.066, 1.678, -0.052], [-0.065, 1.097, 0.749], [0.831, -2.313, -0.229], [-2.063, 0.728, -0.365], [0.636, 0.074, -0.034], [0.305, -1.399, 0.445], [2.104, 0.248, -0.149], [-1.807, -0.034, -1.061], [-2.165, 0.350, 0.614], [0.593, -3.159, 0.255], [0.311, 0.188, -1.169], [-2.907, 1.347, -0.680], [-0.523, -1.354, 1.145], [2.585, -0.762, -0.177], [0.568, 2.004, 0.785]], "forces_ev_per_a": [[0.14, -0.12, -0.19], [-0.10, 0.84, -1.74], [2.22, 2.07, -0.05], [0.44, -0.51, 0.99], [-0.18, 1.89, 1.12], [-1.57, -0.45, -1.54], [-0.34, 3.74, -1.99], [0.61, -0.46, 1.06], [0.36, -0.52, -0.83], [-1.40, -1.43, 1.01], [-0.30, -1.24, -0.32], [0.49, -0.45, 2.00], [-0.04, -0.51, -0.05], [0.24, -0.83, 0.76], [0.45, 0.69, -0.46], [-1.03, -2.72, 0.24]]}


Record 2
{"formula": "C4H8N2O2", "method": "ωB97M-V with the def2-TZVPD basis set", "smiles": "NC(=O)N1CCCO1", "e_above_lowest_kj_mol": 331.3, "elements": ["O", "O", "N", "N", "C", "C", "C", "C", "H", "H", "H", "H", "H", "H", "H", "H"], "coordinates": [[-0.409, 1.220, -0.340], [-0.986, -0.570, 1.647], [0.488, 0.149, 0.129], [1.247, -0.361, 2.147], [0.122, -0.318, 1.368], [0.024, 0.022, -2.151], [-1.004, 0.841, -1.523], [0.427, -0.826, -1.006], [0.904, 0.577, -2.613], [1.151, -0.889, 3.017], [-1.293, 1.673, -2.250], [2.198, -0.278, 1.708], [-0.374, -1.553, -0.779], [-0.388, -0.479, -3.061], [1.370, -1.336, -1.032], [-1.967, 0.262, -1.496]], "forces_ev_per_a": [[-0.32, 0.74, 1.98], [-3.03, -0.95, 1.75], [0.87, 1.70, -4.53], [0.93, -0.86, 0.59], [2.28, 0.56, 0.08], [1.76, -0.69, -3.52], [-1.93, 0.82, -2.19], [-0.30, -0.92, 1.74], [-1.00, -0.18, 1.06], [0.28, 0.31, -0.49], [0.71, -0.22, 1.59], [-1.82, -0.01, 0.70], [0.22, 0.03, -0.17], [0.22, -0.32, 0.94], [0.46, -0.22, -0.38], [0.67, 0.21, 0.85]]}